P | Molecular formula: C6H12NO
Method: DFT, ωB97M-V/def2-TZVPD

```
! wB97M-V def2-TZVPD RIJCOSX def2/J DEFGRID3
* xyz 1 1
C 1.637 1.269 -1.716
C 0.281 0.750 -1.521
C -0.450 1.105 -0.168
C -0.969 0.007 0.719
C -0.998 0.185 2.325
C -0.797 -1.469 0.256
N 1.518 -0.085 -1.242
O -1.862 0.758 -0.054
H 2.200 1.391 -2.569
H 2.223 1.860 -0.862
H -0.372 0.501 -2.365
H -0.170 2.033 0.316
H -1.873 -0.338 2.801
H -1.066 1.225 2.472
H -0.151 -0.418 2.812
H 0.225 -1.860 0.607
H -0.680 -1.469 -0.765
H -1.425 -2.152 0.769
H 1.788 -0.857 -1.822
H 1.688 -0.214 -0.278
*
```

Results
* highest occupied orbital energy: -14.3 eV
* orbital gap: 10.80 eV

=====

Q | Molecular formula: C6H12NO
Method: DFT, ωB97M-V/def2-TZVPD

```
! wB97M-V def2-TZVPD RIJCOSX def2/J DEFGRID3
* xyz 1 1
C 0.701 -1.334 1.998
C 0.500 -0.708 1.000
C 1.483 -0.287 -1.247
C -2.103 -0.335 0.171
C 0.417 1.550 0.112
C 0.364 -0.003 -0.160
N -0.959 -0.521 -0.781
O 1.497 1.941 0.881
H 0.991 -2.045 2.788
H 1.264 0.173 -2.199
H 2.525 0.177 -0.999
H 1.486 -1.362 -1.415
H -2.504 0.703 0.290
H -2.936 -0.852 -0.249
H -2.036 -0.886 1.180
H -0.527 2.055 0.431
H 0.610 1.905 -1.015
H -0.767 -1.537 -0.878
H -1.300 -0.116 -1.671
H 1.295 1.484 1.764
*
```

Results
* highest occupied orbital energy: -14.4 eV
* orbital gap: 10.98 eV

=====

Result of the stability comparison: P is the most stable of them.

=====

P | Molecular formula: C6H12NO
Method: DFT, ωB97M-V/def2-TZVPD

```
! wB97M-V def2-TZVPD RIJCOSX def2/J DEFGRID3
* xyz 1 1
O 2.374 -0.568 0.177
C 1.195 -1.011 0.397
C 0.057 -1.028 -0.510
C -1.321 -1.234 0.037
C -1.936 0.022 0.867
C -3.446 1.827 -0.386
C -2.345 1.160 -0.022
N 5.280 0.215 -0.725
H 1.013 -1.322 1.357
H 0.248 -0.467 -1.433
H -1.500 -2.161 0.743
H -2.073 -1.646 -0.701
H -2.735 -0.162 1.612
H -1.130 0.418 1.497
H -3.350 2.800 -0.923
H -4.458 1.385 -0.103
H -1.416 1.734 -0.371
H 4.849 -0.680 -1.002
H 4.589 0.733 -0.181
H 6.106 -0.015 -0.330
*
```

Results
* highest occupied orbital energy: -12.2 eV
* orbital gap: 3.23 eV

=====

Q | Molecular formula: C6H12NO
Method: DFT, ωB97M-V/def2-TZVPD

```
! wB97M-V def2-TZVPD RIJCOSX def2/J DEFGRID3
* xyz 1 1
O -2.372 -0.601 -2.052
C -1.998 -0.977 -1.021
C -0.538 -0.803 -0.567
C 0.327 0.316 -0.589
C -0.229 1.432 0.319
C 1.810 1.599 1.850
C 0.442 1.412 1.719
N 0.116 -2.040 -1.081
H -2.787 -1.422 -0.248
H -0.637 -0.981 0.578
H 0.780 0.720 -1.508
H 1.388 0.015 -0.201
H -0.100 2.394 -0.118
H -1.327 1.413 0.216
H 2.234 1.674 2.762
H 2.574 1.848 1.114
H -0.323 1.217 2.518
H -0.002 -2.250 -2.080
H -0.402 -2.902 -0.725
H 1.045 -2.067 -0.888
*
```

Results
* highest occupied orbital energy: -13.0 eV
* orbital gap: 8.94 eV

=====

Result of the stability comparison: Q is the most stable of them.

=====

P | Molecular formula: C6H12NO
Method: DFT, ωB97M-V/def2-TZVPD

```
! wB97M-V def2-TZVPD RIJCOSX def2/J DEFGRID3
* xyz 1 1
C 0.558 -1.498 -0.822
C -0.642 1.044 -1.589
C 0.135 -0.123 -1.194
C 0.343 -0.785 0.528
C -1.087 1.922 -0.511
C -0.783 -1.083 1.422
N 1.512 -0.092 0.995
O 0.830 0.997 -1.540
H -0.020 -2.280 -1.238
H 1.651 -1.679 -0.982
H -1.029 1.218 -2.574
H -1.820 1.261 -0.068
H -1.631 2.757 -0.694
H -0.233 2.024 0.103
H -1.278 -0.351 1.849
H -0.527 -1.912 2.044
H -1.580 -1.642 0.892
H 1.777 0.878 0.584
H 2.430 -0.584 0.795
H 1.396 -0.072 1.999
*
```

Results
* highest occupied orbital energy: -12.7 eV
* orbital gap: 9.31 eV

=====

Q | Molecular formula: C6H12NO
Method: DFT, ωB97M-V/def2-TZVPD

```
! wB97M-V def2-TZVPD RIJCOSX def2/J DEFGRID3
* xyz 1 1
C -1.598 -0.942 -0.011
C 1.042 0.829 -1.906
C 1.484 1.225 -0.744
C -2.607 -0.135 0.552
C 0.385 -2.462 -0.410
C 0.883 1.623 1.569
N -0.773 -1.688 -0.339
O 0.935 0.735 0.432
H 0.571 -0.111 -2.111
H 1.464 1.200 -2.842
H 2.265 1.915 -0.694
H -3.063 -0.588 1.414
H -3.355 -0.110 -0.233
H -2.332 0.926 0.854
H 0.928 -2.438 -1.338
H 0.142 -3.555 -0.184
H 0.908 -2.100 0.484
H 0.258 2.496 1.434
H 1.854 2.035 1.647
H 0.608 1.145 2.425
*
```

Results
* highest occupied orbital energy: -12.5 eV
* orbital gap: 8.98 eV

=====

Result of the stability comparison: Q is the most stable of them.

=====

P | Molecular formula: C5H15N5O2
Method: DFT, ωB97M-V/def2-TZVPD

```
! wB97M-V def2-TZVPD RIJCOSX def2/J DEFGRID3
* xyz 0 1
C 0.314 -0.869 -0.602
C 0.255 1.266 2.404
C 1.711 -0.442 3.587
C 0.203 -1.174 1.745
C 1.064 -0.019 2.269
N -0.015 -0.505 -1.774
N -1.724 1.995 -4.215
N -1.373 -0.062 -2.024
N -1.118 0.657 -4.290
N -1.840 -0.171 -3.371
O 1.491 -1.569 -0.489
O -0.449 -0.808 0.510
H -0.533 1.004 3.007
H 0.071 1.799 1.430
H 0.860 2.104 2.915
H 1.197 0.020 4.323
H 2.657 0.028 3.616
H 1.740 -1.560 3.869
H 0.670 -2.052 1.549
H -0.756 -1.380 2.371
H 2.020 0.018 1.653
H -2.699 1.677 -4.317
H -1.675 2.480 -3.347
H -1.927 -0.525 -1.324
H -0.094 0.743 -4.133
H -1.911 -1.022 -3.934
H 1.861 -1.635 -1.427
*
```

Results
* highest occupied orbital energy: -8.3 eV
* orbital gap: 9.03 eV

=====

Q | Molecular formula: C5H15N5O2
Method: DFT, ωB97M-V/def2-TZVPD

```
! wB97M-V def2-TZVPD RIJCOSX def2/J DEFGRID3
* xyz 0 1
C 0.106 1.321 -0.480
C -2.450 -1.233 1.617
C -3.494 -2.037 -0.335
C -1.917 0.023 -0.333
C -2.167 -1.475 0.095
N 1.394 1.650 -0.381
N 5.165 0.427 -0.553
N 2.265 0.640 0.073
N 4.414 1.561 -0.187
N 3.422 1.211 0.652
O -0.542 2.237 -1.169
O -0.499 0.156 -0.211
H -2.539 -2.233 2.010
H -3.281 -0.604 1.820
H -1.512 -0.827 2.055
H -3.971 -2.731 0.318
H -3.411 -2.492 -1.284
H -4.336 -1.201 -0.448
H -2.165 0.298 -1.280
H -2.318 0.821 0.297
H -1.250 -1.868 -0.338
H 5.380 -0.231 0.161
H 4.485 -0.019 -1.170
H 1.809 -0.193 0.501
H 4.049 2.067 -1.076
H 3.384 1.910 1.371
H -0.021 2.823 -1.725
*
```

Results
* highest occupied orbital energy: -7.9 eV
* orbital gap: 8.59 eV

=====

Result of the stability comparison: P is the most stable of them.

=====

P | Molecular formula: BH20O8
Method: DFT, ωB97M-V/def2-TZVPD

```
! wB97M-V def2-TZVPD RIJCOSX def2/J DEFGRID3
* xyz -1 1
B 0.128 0.267 -0.175
H 0.019 -0.783 0.049
H -0.742 0.683 -0.659
H 0.291 0.886 0.694
H 0.983 0.410 -0.817
O 2.028 1.887 -0.206
H 1.270 1.311 -0.110
H 2.782 1.319 -0.050
O -0.160 1.822 -1.914
H -0.214 0.952 -1.519
H -0.284 2.426 -1.183
O 1.449 -1.140 0.992
H 2.280 -0.914 0.576
H 0.828 -0.494 0.655
O -2.405 0.477 -0.666
H -1.451 0.548 -0.703
H -2.573 -0.123 0.060
O -0.700 -1.527 2.085
H -0.527 -0.645 1.755
H 0.082 -1.753 2.588
O -0.855 -2.203 -0.160
H -0.853 -2.290 0.793
H -0.485 -1.336 -0.323
O 0.267 -0.346 -2.947
H 0.467 -1.265 -3.124
H 0.171 -0.301 -1.996
O -0.397 0.561 2.401
H -1.340 0.716 2.347
H -0.057 0.854 1.556
*
```

Results
* highest occupied orbital energy: -6.0 eV
* orbital gap: 9.13 eV

=====

Q | Molecular formula: BH20O8
Method: DFT, ωB97M-V/def2-TZVPD

```
! wB97M-V def2-TZVPD RIJCOSX def2/J DEFGRID3
* xyz -1 1
B 0.316 -0.060 -0.352
H 0.995 0.308 0.498
H -0.735 0.404 -0.292
H 0.715 0.197 -1.401
H 0.231 -1.207 -0.355
O -0.922 -1.241 -2.862
H -0.054 -1.446 -3.216
H -0.737 -0.687 -2.078
O -2.148 -1.686 0.377
H -1.602 -0.963 -0.009
H -3.055 -1.460 0.150
O -0.806 0.826 2.540
H -0.270 0.412 1.832
H -0.202 1.443 2.962
O -3.049 1.591 1.155
H -2.363 1.209 1.747
H -3.651 0.863 0.978
O 2.533 -2.414 -0.786
H 2.042 -2.801 -0.054
H 1.934 -1.744 -1.146
O 1.584 -1.446 2.067
H 0.690 -1.801 2.137
H 1.574 -0.929 1.228
O -0.513 2.921 -0.510
H -0.492 1.943 -0.565
H 0.273 3.148 -0.005
O 2.577 1.799 -1.647
H 1.837 1.228 -1.344
H 3.301 1.592 -1.049
*
```

Results
* highest occupied orbital energy: -7.4 eV
* orbital gap: 10.44 eV

=====

Result of the stability comparison: Q is the most stable of them.

=====

P | Molecular formula: CH2FNO3S
Method: DFT, ωB97M-V/def2-TZVPD

```
! wB97M-V def2-TZVPD RIJCOSX def2/J DEFGRID3
* xyz 0 1
C -1.018 0.952 0.009
N -0.643 -0.306 -0.316
O -0.438 1.907 -0.400
O 1.764 0.206 -1.271
O 1.256 -1.916 -0.125
F 1.254 0.112 1.138
S 1.027 -0.523 -0.322
H -2.009 0.961 0.535
H -1.193 -1.393 0.752
*
```

Results
* highest occupied orbital energy: -11.3 eV
* orbital gap: 9.22 eV

=====

Q | Molecular formula: CH2FNO3S
Method: DFT, ωB97M-V/def2-TZVPD

```
! wB97M-V def2-TZVPD RIJCOSX def2/J DEFGRID3
* xyz 0 1
C -0.215 1.364 -0.934
N -0.617 0.359 -0.092
O 0.906 1.633 -1.303
O 1.378 -1.364 -0.414
O -0.523 -1.634 1.165
F 1.166 -0.161 1.700
S 0.430 -0.697 0.361
H -1.187 1.912 -1.298
H -1.337 -1.412 0.814
*
```

Results
* highest occupied orbital energy: -10.7 eV
* orbital gap: 10.96 eV

=====

Result of the stability comparison: Q is the most stable of them.